# C20H44FeNOP3S

A structure of composition C20H44FeNOP3S (ωB97M-V/def2-TZVPD, the Open Molecules 2025 dataset).

```
71
Properties=species:S:1:pos:R:3:forces:R:3
Fe 0.50500 -0.25327 0.93962 -0.8 -0.4 -3.0
P -0.55743 0.76039 2.49199 -2.5 2.1 3.6
P 2.56519 0.41826 0.87233 4.5 1.7 -0.3
P 1.01548 -2.30765 1.36075 0.7 -3.3 1.4
H -4.51321 -4.04136 -6.32581 -0.1 -0.2 0.4
C -4.71128 -4.59969 -5.40310 -0.4 0.2 0.3
C -5.68195 -4.22758 -4.55507 0.4 -0.2 -0.4
H -6.30702 -3.35192 -4.75524 0.2 -0.3 0.1
C -1.70447 2.07819 1.95218 0.1 -0.1 -0.6
C 0.36886 1.64049 3.79618 0.4 -0.2 -0.1
C -1.66779 -0.35324 3.43070 0.1 -0.3 -0.1
C 3.48790 -0.18354 -0.59152 -0.5 -0.1 -0.2
C 2.83583 2.22224 0.82353 -0.5 -0.1 0.1
C 3.71233 -0.08063 2.22872 -0.5 -0.1 0.1
C -0.40862 -3.36174 0.99191 -0.3 0.1 -0.1
C 1.25806 -2.40477 3.18051 -0.1 0.1 0.1
C 2.43349 -3.29323 0.77506 -0.1 0.5 -0.3
H -4.12560 -5.51262 -5.24396 -0.3 0.3 0.0
H -5.92916 -4.82280 -3.67104 0.1 0.2 -0.3
H -2.25304 1.75597 1.05848 0.0 0.2 0.3
H -1.13876 2.98234 1.69114 -0.1 -0.2 0.1
H -2.40491 2.27823 2.77627 0.3 0.0 -0.2
H 1.04966 2.37450 3.34570 -0.2 -0.1 0.2
H 0.95931 0.93167 4.38527 -0.1 0.1 0.0
H -0.35088 2.15859 4.44762 0.2 -0.2 -0.2
H -2.48083 -0.68827 2.77529 0.1 0.1 0.2
H -2.07412 0.19881 4.28816 0.0 -0.1 -0.2
H -1.13219 -1.23966 3.78821 -0.3 0.4 0.0
H 4.54148 0.09724 -0.48399 -0.2 0.0 0.0
H 3.06960 0.27255 -1.50020 0.2 -0.1 0.2
H 3.41125 -1.27772 -0.67244 0.1 0.4 0.0
H 3.90919 2.38883 0.70995 -0.1 0.0 0.0
H 2.47571 2.67182 1.75818 0.2 0.0 -0.3
H 2.28080 2.64258 -0.01956 0.0 0.1 0.1
H 4.66405 0.43323 2.04731 -0.2 -0.1 0.0
H 3.89408 -1.16039 2.24133 0.0 0.3 0.0
H 3.31241 0.23505 3.19767 0.2 0.0 -0.1
H -0.13860 -4.37991 1.30972 -0.2 0.2 -0.1
H -0.61562 -3.34490 -0.09082 0.1 -0.1 0.4
H -1.29893 -3.01198 1.53988 0.3 -0.2 -0.2
H 1.63465 -3.41191 3.40703 -0.1 0.2 0.0
H 0.30866 -2.26021 3.71020 0.4 -0.1 -0.2
H 1.98989 -1.66119 3.53348 -0.3 -0.3 -0.1
H 2.29895 -4.29753 1.18959 0.1 0.1 -0.1
H 3.38711 -2.88524 1.13091 -0.2 -0.2 -0.1
H 2.42959 -3.33099 -0.32092 0.1 -0.2 0.2
C -1.33884 -1.12106 -1.80049 0.7 0.3 0.6
C -0.34730 -1.82274 -2.51978 0.4 -1.1 -0.9
C -0.71419 -2.81848 -3.41490 1.4 0.7 0.6
C -2.07082 -3.09083 -3.63785 0.0 -0.5 -0.5
C -3.05599 -2.38234 -2.94987 -0.6 0.8 0.8
C -2.70156 -1.42181 -2.01757 -0.9 -0.2 -0.4
S -0.86009 0.15777 -0.72471 -1.2 0.3 -1.3
H 1.01593 -1.22794 -0.18088 -0.2 -0.2 0.5
H 0.70181 -1.56287 -2.36044 -0.3 -0.1 -0.2
H 0.06431 -3.36928 -3.95115 -0.4 0.2 0.1
H -2.35784 -3.85753 -4.36378 0.0 0.3 0.3
H -4.10591 -2.59347 -3.15693 0.3 0.0 0.1
H -3.45799 -0.88513 -1.45094 0.1 -0.1 -0.2
C 0.77120 5.68173 0.41881 0.0 0.2 0.1
N 0.35063 5.62083 -0.97206 0.0 -0.7 -0.1
C 0.29009 6.86471 -1.71071 0.0 0.1 -0.3
C 0.10228 4.45290 -1.60670 0.1 1.0 0.4
O 0.17017 3.34667 -1.07582 0.1 -0.6 0.1
H 0.17825 6.44044 0.94012 0.1 -0.1 -0.1
H 1.82997 5.96371 0.51999 -0.2 -0.1 -0.2
H 0.60496 4.72091 0.90077 0.0 0.0 -0.1
H -0.06368 6.59924 -2.70728 0.0 0.4 0.0
H -0.40302 7.57667 -1.25291 0.1 -0.2 0.0
H 1.28173 7.32299 -1.79595 -0.2 0.0 0.1
H -0.18826 4.60790 -2.67017 0.1 -0.2 0.5
```
Positions in Å, forces in eV/Å.

Values from the calculation:
<S²>: 8.82
Highest occupied orbital energy (alpha / beta) in hartree: -0.5857 / -0.5854
Charge: +3
Kohn-Sham gap (alpha / beta) in eV: 6.090 / 3.308
Energy relative to the best compared isomer or geometry (same formula, charge and spin) in kJ/mol: 107.15
Molar mass in u: 495.41
LUMO level (alpha / beta) in eV: -9.847 / -12.623
2S+1: 6

---

# C8H14Cl6O12S3

A cluster of 5 separate species, C8H14Cl6O12S3 in total (ωB97M-V/def2-TZVPD, the Open Molecules 2025 dataset).

```
43
Properties=species:S:1:pos:R:3:forces:R:3
C -0.53452 6.66490 -3.43708 0.2 -0.7 0.2
Cl 1.22587 6.91257 -3.21380 -0.7 0.3 0.1
Cl -0.86928 6.39282 -5.15863 -0.2 0.4 0.3
Cl -1.56959 7.89919 -2.65248 0.7 -0.4 -0.6
H -0.75667 5.71247 -2.95582 0.0 0.4 0.0
C -0.51889 -0.00348 0.41528 -0.3 0.8 1.0
Cl -0.07700 1.74153 0.75456 -0.1 -1.2 -0.6
Cl -1.70349 -0.44793 1.71163 0.8 -0.3 -0.4
Cl 0.96032 -1.01727 0.32086 -1.2 0.6 0.1
H -1.14299 -0.06675 -0.47612 0.8 0.1 -0.1
C 9.60618 -1.22292 2.63455 0.9 0.3 -0.3
C 8.13207 -1.38573 2.76279 -1.3 1.2 -0.2
O 7.92037 -2.74010 3.01616 -0.5 -2.1 1.3
S 9.06955 -3.30631 4.03262 0.9 2.6 -0.5
O 9.42989 -4.65063 3.75458 -0.8 0.4 0.3
O 8.85664 -2.79860 5.37699 0.1 -0.9 -2.1
O 10.18500 -2.37838 3.24131 0.0 -0.5 1.0
H 9.94453 -0.30927 3.12329 0.1 -0.1 0.1
H 9.88789 -1.18332 1.58233 0.3 -0.3 0.1
H 7.56858 -1.14404 1.86159 0.2 -0.2 -0.1
H 7.74025 -0.70904 3.52219 -0.2 -0.4 0.5
C -7.22842 -1.93223 6.89091 -1.4 0.3 0.1
C -7.97705 -1.63973 8.21065 0.2 0.6 -1.0
O -8.48798 -2.86613 8.63269 0.2 -2.0 0.3
S -7.79341 -4.22260 7.97420 -1.4 -0.3 0.3
O -8.86399 -5.01427 7.35749 2.4 2.0 0.7
O -6.99471 -4.90942 8.98253 -0.7 1.8 -2.1
O -6.92974 -3.33531 6.81696 -0.3 -0.9 1.7
H -6.39341 -1.24423 6.75856 0.4 -0.7 0.0
H -7.98471 -1.71628 6.13626 0.4 -0.2 -0.5
H -8.82697 -1.01490 7.93620 -0.1 0.0 0.2
H -7.40796 -1.08666 8.95788 0.2 -0.6 0.3
C 0.15767 1.86196 -10.13372 0.0 1.1 0.0
C -1.23922 2.48378 -10.07411 -1.6 -1.8 0.4
O -1.88575 1.77389 -8.92657 0.3 -0.2 0.0
S -1.13227 0.35233 -8.47487 -0.1 2.5 1.0
O -1.55591 -0.81731 -9.18058 0.3 1.1 -0.1
O -1.16550 0.32735 -7.02038 0.5 0.1 -2.6
O 0.29316 0.93047 -9.03975 -0.3 -0.8 -0.3
H 0.82332 2.70343 -9.94153 0.4 -0.4 0.3
H 0.41201 1.51875 -11.13653 -0.1 -0.9 0.3
H -1.96542 2.31421 -10.86908 0.6 -0.6 -0.5
H -1.20838 3.57335 -10.07416 0.0 0.0 1.4
```
Positions in Å, forces in eV/Å.

Values from the calculation:
Highest occupied orbital energy in hartree: -0.4124
Charge: 0
Kohn-Sham gap in eV: 11.431
Energy relative to the best compared isomer or geometry (same formula, charge and spin) in kJ/mol: 230.25
Structure (SMILES): O=S1(=O)OCCO1.O=S1(=O)OCCO1.O=S1(=O)OCCO1.ClC(Cl)Cl.ClC(Cl)Cl
Molar mass in u: 611.11
LUMO level in eV: 0.208